The following is a quantum chemistry calculation of a cluster of 7 separate species, C31H66NO22P in total, from OMol25.

Computed properties:
SMILES: COCCCCCCCCC[PH](O)(O)CCC(N)=O.COC(=O)OC.COC(=O)OC.COC(=O)OC.COC(=O)OC.COC(=O)OC.COC(=O)OC
Orbital gap: 9.191 eV
DFT total energy: -3272.1746 Eh
LUMO: 0.028 eV
ΔE to the lowest compared entry with this formula, charge and spin: 8.6 kcal/mol
Net charge: 0

Last column: Mulliken charge in e.
Positions of all 121 atoms, in Å:
C: 1.78 1.77 4.72  -0.02
O: 1.03 0.61 5.01  -0.47
C: 0.16 0.24 3.95  -0.53
C: 0.77 -0.89 3.14  0.59
C: -0.19 -1.61 2.16  -0.48
C: -1.46 -0.88 1.72  -1.03
C: -1.28 0.45 0.95  -1.10
C: 0.04 0.63 0.22  2.16
C: 0.28 2.09 -0.24  -0.87
C: 1.74 2.56 -0.14  -0.32
C: 2.72 1.95 -1.15  -1.12
P: 3.35 0.20 -0.81  1.21
O: 4.53 0.36 -1.99  -0.62
O: 3.74 0.60 0.76  -0.54
C: 3.87 -1.59 -0.49  -1.32
C: 3.65 -2.15 0.93  0.96
C: 4.90 -2.11 1.78  0.09
N: 4.93 -1.30 2.94  -0.45
O: 5.87 -2.77 1.48  -0.57
H: 2.37 1.65 3.81  0.06
H: 1.13 2.65 4.61  -0.12
H: 2.45 1.95 5.56  0.32
H: -0.82 0.00 4.36  0.17
H: 0.02 1.11 3.30  0.30
H: 1.17 -1.62 3.85  0.78
H: 1.64 -0.49 2.61  -1.11
H: 0.38 -1.86 1.26  0.03
H: -0.47 -2.57 2.60  0.43
H: -2.07 -0.67 2.60  0.28
H: -2.05 -1.58 1.12  0.52
H: -2.08 0.49 0.19  0.47
H: -1.47 1.30 1.62  0.38
H: 0.89 0.36 0.87  -0.87
H: 0.06 0.00 -0.67  -0.40
H: -0.29 2.73 0.44  0.42
H: -0.13 2.25 -1.24  0.28
H: 2.07 2.41 0.89  0.03
H: 1.73 3.64 -0.30  0.42
H: 3.59 2.60 -1.30  0.47
H: 2.21 1.89 -2.12  0.39
H: 2.08 -0.31 -1.23  -0.41
H: 5.25 0.88 -1.63  0.34
H: 4.35 1.34 0.80  0.35
H: 3.31 -2.22 -1.19  0.42
H: 4.92 -1.70 -0.76  0.51
H: 2.80 -1.69 1.44  -1.05
H: 3.41 -3.22 0.83  0.58
H: 5.33 -0.39 2.72  0.26
H: 4.00 -1.13 3.31  0.24
C: 3.05 -4.74 8.72  -0.62
O: 3.62 -5.05 7.45  -0.33
C: 4.46 -4.11 6.99  0.82
O: 4.73 -3.08 7.55  -0.55
O: 4.92 -4.51 5.81  -0.32
C: 5.83 -3.59 5.19  -0.55
H: 2.40 -5.58 8.96  0.21
H: 3.82 -4.64 9.48  0.29
H: 2.46 -3.83 8.67  0.29
H: 6.71 -3.45 5.82  0.32
H: 5.35 -2.64 5.01  0.24
H: 6.13 -4.03 4.24  0.19
C: -0.59 5.64 5.16  -0.50
O: -1.76 6.14 4.53  -0.35
C: -1.76 6.00 3.20  0.88
O: -0.89 5.50 2.55  -0.53
O: -2.89 6.51 2.73  -0.34
C: -3.02 6.44 1.30  -0.49
H: -0.72 5.80 6.23  0.26
H: -0.48 4.57 4.97  0.11
H: 0.30 6.17 4.82  0.26
H: -3.01 5.40 0.97  0.27
H: -2.23 7.00 0.81  0.20
H: -3.99 6.89 1.07  0.20
C: -4.68 -2.16 -3.96  -0.79
O: -3.39 -2.76 -4.14  -0.17
C: -2.53 -2.51 -3.15  0.71
O: -2.76 -1.85 -2.17  -0.58
O: -1.38 -3.12 -3.44  -0.19
C: -0.37 -2.94 -2.44  -0.83
H: -5.26 -2.43 -4.84  0.22
H: -5.16 -2.55 -3.07  0.32
H: -4.59 -1.07 -3.90  0.33
H: -0.69 -3.35 -1.49  0.34
H: -0.13 -1.88 -2.33  0.28
H: 0.51 -3.47 -2.80  0.30
C: -2.54 -4.62 -10.03  -0.61
O: -2.47 -3.30 -9.47  -0.35
C: -1.90 -3.24 -8.27  0.81
O: -1.46 -4.18 -7.66  -0.54
O: -1.90 -1.98 -7.87  -0.37
C: -1.31 -1.78 -6.58  -0.22
H: -3.02 -4.51 -10.99  0.22
H: -1.54 -5.03 -10.16  0.29
H: -3.13 -5.27 -9.39  0.29
H: -0.27 -2.08 -6.58  0.33
H: -1.86 -2.34 -5.82  -0.08
H: -1.38 -0.72 -6.36  0.30
C: -3.43 -5.87 -3.81  -0.53
O: -4.77 -6.21 -3.43  -0.32
C: -5.32 -7.17 -4.17  0.77
O: -4.80 -7.74 -5.09  -0.54
O: -6.55 -7.39 -3.72  -0.33
C: -7.27 -8.40 -4.43  -0.63
H: -3.11 -5.09 -3.13  -0.02
H: -2.77 -6.73 -3.71  0.42
H: -3.40 -5.49 -4.83  0.35
H: -6.75 -9.36 -4.35  0.29
H: -7.38 -8.13 -5.48  0.29
H: -8.24 -8.47 -3.95  0.22
C: -0.58 12.22 -1.40  -0.62
O: 0.21 11.75 -0.30  -0.34
C: -0.13 10.54 0.13  0.76
O: -1.01 9.85 -0.32  -0.55
O: 0.67 10.22 1.15  -0.34
C: 0.40 8.93 1.70  -0.54
H: -0.19 13.21 -1.64  0.22
H: -0.47 11.57 -2.26  0.29
H: -1.63 12.30 -1.12  0.30
H: 0.55 8.15 0.96  0.33
H: -0.61 8.88 2.10  0.23
H: 1.11 8.79 2.51  0.26



The following is a quantum chemistry calculation of a structure of composition C36H38INO6PS2, from OMol25.

Computed properties:
Orbital gap: 7.622 eV
DFT total energy: -3336.3306 Eh
LUMO: 1.932 eV
Net charge: -1

Last column: Mulliken charge in e.
Positions of all 85 atoms, in Å:
O: 8.00 2.98 0.09  -0.55
S: 6.95 3.13 -0.87  0.76
O: 6.65 1.92 -1.60  -0.61
I: 7.80 4.70 -2.51  -0.06
N: 5.68 3.71 -0.11  -0.36
S: 4.43 4.14 -1.05  1.01
O: 4.63 5.35 -1.79  -0.60
O: 3.27 4.17 -0.19  -0.71
P: 4.00 2.64 -2.59  0.31
O: 2.47 3.07 -2.88  -0.38
O: 3.79 1.29 -1.72  -0.43
H: 2.01 3.22 -2.02  0.27
H: 4.52 1.21 -1.08  0.37
C: -1.06 3.62 -1.20  -0.50
C: -0.63 2.54 -0.44  -0.74
C: -1.39 1.37 -0.41  -0.28
C: -2.56 1.29 -1.15  -0.19
C: -2.99 2.37 -1.91  -0.32
C: -2.23 3.54 -1.93  -0.51
H: -0.47 4.53 -1.21  0.45
H: 0.29 2.60 0.13  0.51
H: -1.05 0.53 0.18  0.39
H: -3.15 0.38 -1.13  0.36
H: -3.90 2.30 -2.48  0.43
H: -2.57 4.38 -2.52  0.39
C: -2.77 -2.60 0.81  -0.76
C: -3.14 -3.91 0.57  -0.37
C: -4.49 -4.26 0.54  -0.57
C: -5.46 -3.29 0.75  -0.42
C: -5.08 -1.97 1.00  -0.61
C: -3.74 -1.63 1.03  -0.11
H: -1.72 -2.33 0.83  0.44
H: -2.39 -4.67 0.40  0.64
H: -4.78 -5.28 0.35  0.39
H: -6.51 -3.55 0.73  0.38
H: -5.83 -1.21 1.16  0.46
H: -3.45 -0.61 1.22  0.45
C: 13.32 4.64 0.06  -0.32
C: 12.05 4.97 0.51  -0.44
C: 11.03 4.03 0.46  -0.36
C: 11.28 2.76 -0.02  -0.37
C: 12.55 2.42 -0.46  -0.40
C: 13.57 3.37 -0.42  -0.33
H: 14.11 5.38 0.09  0.35
H: 11.85 5.97 0.88  0.35
H: 10.03 4.29 0.80  0.43
H: 10.48 2.03 -0.05  0.39
H: 12.75 1.43 -0.84  0.35
H: 14.57 3.11 -0.77  0.34
C: -0.40 -8.70 2.91  -0.31
C: 0.02 -7.72 3.80  -0.39
C: -0.63 -6.50 3.85  -0.43
C: -1.72 -6.26 3.02  -0.34
C: -2.14 -7.24 2.13  -0.14
C: -1.48 -8.46 2.08  -0.55
H: 0.11 -9.65 2.87  0.35
H: 0.87 -7.91 4.45  0.36
H: -0.30 -5.74 4.54  0.37
H: -2.23 -5.31 3.06  0.42
H: -2.99 -7.05 1.49  0.32
H: -1.81 -9.22 1.38  0.36
C: -5.84 -0.67 -3.17  -0.44
C: -6.06 -0.42 -4.52  -0.51
C: -5.50 -1.26 -5.48  -0.44
C: -4.74 -2.35 -5.08  -0.38
C: -4.53 -2.60 -3.73  -0.61
C: -5.08 -1.75 -2.78  0.31
H: -6.28 -0.01 -2.43  0.47
H: -6.65 0.43 -4.83  0.38
H: -5.66 -1.07 -6.53  0.35
H: -4.31 -3.01 -5.82  0.37
H: -3.94 -3.45 -3.42  0.41
H: -4.91 -1.94 -1.72  0.13
C: -4.39 2.17 2.10  0.03
C: -5.73 2.11 1.73  -0.44
C: -6.72 2.26 2.69  -0.48
C: -6.37 2.47 4.02  -0.43
C: -5.03 2.53 4.38  -0.36
C: -4.04 2.37 3.42  -0.54
H: -3.62 2.05 1.35  0.28
H: -6.00 1.95 0.69  0.49
H: -7.76 2.21 2.41  0.38
H: -7.14 2.59 4.77  0.36
H: -4.76 2.69 5.42  0.37
H: -3.00 2.41 3.71  0.40



The following is a quantum chemistry calculation of a cluster of 2 separate species, C17H35NO7S in total, from OMol25.

Computed properties:
Orbital gap (alpha / beta): 4.509 / 4.508 eV
DFT total energy: -1648.2597 Eh
LUMO (alpha / beta): 1.872 / 1.871 eV
⟨S²⟩: 0.75
ΔE to the lowest compared entry with this formula, charge and spin: 0.0 kcal/mol
Net charge: -1
Spin multiplicity: 2

Last column: Mulliken charge in e.
Positions of all 61 atoms, in Å:
C: 3.26 -0.72 0.51  -0.78
C: 3.22 -0.14 -0.91  -0.08
O: 4.46 -0.37 -1.58  -0.61
C: 2.07 -0.65 -1.78  -0.22
O: 0.89 0.15 -1.75  -0.46
C: -0.12 -0.01 -0.77  2.26
C: 0.28 0.72 0.55  -1.33
C: 0.22 -0.04 1.87  0.37
C: 0.84 0.68 3.07  -1.09
C: 0.79 2.20 2.97  -0.77
S: 1.12 3.03 4.54  1.32
O: 1.19 2.07 5.59  -0.63
O: 2.16 3.99 4.36  -0.65
O: -0.20 3.92 4.77  -0.51
C: -1.31 0.70 -1.41  -2.89
C: -2.65 0.58 -0.66  2.37
C: -3.80 0.46 -1.66  -1.90
C: -2.94 1.79 0.24  -1.83
N: -2.63 -0.61 0.25  0.91
O: -3.70 -0.76 0.93  -0.75
C: -1.85 -1.86 -0.05  1.84
C: -1.74 -2.66 1.26  -1.82
C: -2.65 -2.70 -1.06  -1.80
C: -0.47 -1.50 -0.63  -3.03
H: 2.68 -1.64 0.59  0.21
H: 2.89 -0.02 1.26  -0.11
H: 4.30 -0.94 0.78  0.53
H: 3.15 0.95 -0.86  0.32
H: 4.56 -1.32 -1.72  0.39
H: 1.84 -1.69 -1.51  0.26
H: 2.37 -0.70 -2.86  0.29
H: 1.28 1.11 0.38  0.57
H: -0.37 1.60 0.63  0.49
H: 0.73 -1.00 1.75  -0.08
H: -0.83 -0.27 2.11  0.32
H: 0.32 0.38 3.98  0.51
H: 1.88 0.37 3.21  0.36
H: 1.55 2.61 2.30  0.31
H: -0.18 2.56 2.63  0.41
H: -0.99 3.35 4.75  0.36
H: -1.04 1.75 -1.49  0.32
H: -1.40 0.33 -2.43  0.46
H: -3.58 -0.23 -2.47  0.40
H: -4.71 0.15 -1.14  0.40
H: -3.98 1.44 -2.10  0.41
H: -2.57 2.70 -0.23  0.39
H: -4.01 1.89 0.42  0.43
H: -2.46 1.68 1.22  0.34
H: -2.51 -2.34 1.97  0.32
H: -0.76 -2.56 1.72  0.33
H: -1.91 -3.72 1.06  0.48
H: -3.56 -3.08 -0.59  0.42
H: -2.91 -2.13 -1.94  0.30
H: -2.03 -3.54 -1.37  0.49
H: 0.30 -2.03 -0.06  0.62
H: -0.40 -1.89 -1.65  0.81
C: 3.18 -0.41 -5.39  -0.67
O: 2.38 -1.16 -4.60  -0.85
H: 3.45 0.59 -4.97  0.16
H: 4.16 -0.88 -5.64  0.15
H: 2.73 -0.17 -6.40  0.22



Computed values of strongest force on any atom (unit: eV/A) for the preceding records, in sequence: 0.8, 1.9, 0.5.